No. 1
60
Properties=species:S:1:pos:R:3:forces:R:3 method="wB97M-V/def2-TZVPD" orbital_gap_ev="5.778 / 6.590" spin_multiplicity=2 s_squared=0.764 max_force_ev_per_a=0.9 charge=+3 total_energy_ev=-162705.862
Ti 1.795 -0.823 -0.202 -0.4 -0.2 -0.7
C -6.263 -1.276 -2.159 0.0 0.0 0.0
C -5.126 -1.641 -2.878 0.0 0.0 0.0
C -3.877 -1.457 -2.325 0.0 0.0 0.0
C -3.760 -0.891 -1.044 0.1 0.1 0.0
C -4.909 -0.538 -0.319 0.0 0.0 0.1
C -6.154 -0.727 -0.886 0.0 0.0 0.0
P -2.154 -0.682 -0.349 -0.1 -0.2 0.1
C -2.156 -0.224 1.365 0.0 0.1 -0.1
C -1.490 0.922 1.808 0.1 0.0 0.0
C -1.505 1.238 3.156 0.0 0.0 0.0
C -2.172 0.417 4.059 0.0 0.0 0.0
C -2.829 -0.727 3.619 0.0 0.0 0.0
C -2.821 -1.054 2.275 0.0 -0.1 0.0
C -1.047 0.293 -1.371 0.0 0.0 0.0
C -1.656 1.143 -2.300 -0.1 0.0 0.1
C -0.901 2.003 -3.083 0.0 0.0 0.0
C 0.473 2.034 -2.936 0.0 0.0 0.0
C 1.093 1.180 -2.026 -0.1 -0.1 -0.1
C 0.362 0.269 -1.256 0.2 0.0 0.4
H -7.241 -1.423 -2.596 0.0 0.0 0.0
H -5.226 -2.075 -3.863 0.0 0.0 0.0
H -2.991 -1.748 -2.878 0.0 0.0 0.0
H -4.820 -0.104 0.668 0.0 0.0 0.0
H -7.044 -0.444 -0.341 0.0 0.0 0.0
H -0.996 1.575 1.098 0.0 0.0 0.0
H -1.021 2.142 3.501 0.0 0.0 0.0
H -2.193 0.676 5.109 0.0 0.0 0.0
H -3.355 -1.357 4.323 0.0 0.0 0.0
H -3.333 -1.945 1.932 0.0 0.0 0.0
H -2.735 1.153 -2.393 0.0 0.0 0.0
H -1.395 2.660 -3.786 0.0 0.0 0.0
H 1.073 2.719 -3.521 0.0 0.0 0.0
H 2.173 1.242 -1.944 0.0 0.0 0.0
C 5.893 -0.690 -2.326 0.0 0.0 0.0
O 4.893 -1.678 -2.743 -0.1 -0.1 -0.1
C 3.722 -1.646 -2.235 -0.1 -0.1 -0.1
O 3.324 -0.772 -1.405 0.3 0.3 0.4
N 2.860 -2.588 -2.622 0.0 0.1 0.0
N 1.592 -2.513 -2.030 0.1 0.0 0.2
H 6.808 -1.018 -2.802 0.0 0.0 0.0
H 5.982 -0.711 -1.244 0.0 0.0 0.0
H 5.592 0.288 -2.691 0.0 0.0 0.0
H 3.100 -3.284 -3.317 0.0 0.0 0.0
H 1.352 -3.414 -1.624 0.0 0.0 0.0
H 0.897 -2.261 -2.729 0.0 0.0 0.0
N 4.079 2.454 3.417 -0.1 -0.1 0.0
C 2.946 3.126 3.238 -0.1 0.2 0.1
N 2.737 4.274 3.851 0.0 0.0 0.0
N 1.942 2.694 2.435 0.3 -0.2 -0.2
C 2.007 1.672 1.705 -0.2 0.1 0.3
N 1.943 0.725 1.007 0.0 0.0 -0.1
H 4.814 2.801 4.013 0.0 0.0 0.0
H 4.226 1.563 2.974 0.0 0.0 0.0
H 3.405 4.681 4.487 0.0 0.0 0.0
H 1.885 4.780 3.664 0.0 0.0 0.0
Cl 0.421 -2.365 0.713 -0.1 0.2 0.2
Ge 1.956 -2.357 3.208 0.1 -0.1 -0.1
Cl 3.564 -1.840 1.431 -0.1 0.0 0.1
Cl 2.262 -4.451 3.170 0.0 0.0 0.0


No. 2
106
Properties=species:S:1:pos:R:3:forces:R:3 method="wB97M-V/def2-TZVPD" orbital_gap_ev=7.060 max_force_ev_per_a=5.6 total_energy_ev=-192060.946
N -0.103 -7.388 0.567 0.6 -0.7 0.1
H 0.769 -6.880 0.527 0.3 0.9 0.2
H -0.177 -7.837 1.469 -0.1 0.0 0.6
H 0.014 -8.126 -0.113 -0.5 -0.3 -0.6
H -0.920 -6.817 0.404 -0.3 0.5 -0.3
O -1.856 1.904 -2.004 2.8 -2.9 2.1
C -1.041 1.204 -1.340 -4.2 2.8 -1.2
O -1.350 0.567 -0.175 0.6 1.1 -2.3
B -0.068 0.198 0.440 -0.4 -0.9 0.4
O 0.950 0.686 -0.399 1.1 1.4 -3.3
C 0.460 1.201 -1.613 3.6 0.6 -0.2
O 1.160 1.653 -2.560 -3.3 -2.1 4.0
O 0.042 0.669 1.816 -0.6 0.4 0.6
C -0.292 -0.311 2.630 -0.3 0.9 4.8
O -0.572 -0.195 3.862 1.0 -0.5 -4.7
C -0.144 -1.615 1.844 -0.4 0.3 -0.7
O 0.006 -1.278 0.577 0.0 -0.4 0.0
O -0.179 -2.727 2.268 0.0 -0.9 0.4
C 6.458 3.418 -1.733 0.3 0.4 0.6
C 7.287 3.935 -2.934 -0.9 1.0 0.9
O 7.301 2.839 -3.768 1.3 -3.8 -0.7
S 7.694 1.450 -2.882 0.8 3.2 2.7
O 9.113 1.295 -2.557 -2.6 0.2 -1.3
O 6.892 0.394 -3.372 0.2 0.0 -0.2
O 7.059 2.158 -1.446 0.8 -1.6 -1.9
H 5.385 3.273 -1.859 0.0 0.1 -0.8
H 6.539 3.990 -0.809 0.4 0.2 -0.2
H 8.302 4.228 -2.666 0.0 0.0 0.3
H 6.848 4.717 -3.554 -0.2 0.2 0.5
C 6.847 -2.821 1.987 -1.4 -0.1 0.1
C 5.781 -2.043 2.887 1.9 -1.4 -0.7
O 4.916 -3.081 3.405 -0.1 -0.5 0.4
S 5.296 -4.597 2.990 -0.3 -0.5 -3.0
O 4.427 -4.937 1.843 1.7 0.6 2.2
O 5.396 -5.610 4.028 0.2 2.6 -1.2
O 6.794 -4.181 2.394 -1.0 -1.4 1.9
H 7.860 -2.450 2.142 -0.2 -0.1 -0.2
H 6.546 -2.913 0.943 0.2 1.0 -0.1
H 5.300 -1.285 2.269 -0.6 -0.3 0.4
H 6.325 -1.617 3.730 -0.4 0.1 0.0
C 3.949 0.136 -8.789 0.5 -2.2 -0.7
C 4.324 -1.308 -8.350 -0.7 -1.5 0.3
O 3.353 -2.265 -8.973 -0.5 0.1 -1.3
S 2.621 -1.559 -10.248 1.1 0.4 -0.2
O 1.263 -2.055 -10.579 3.7 1.6 1.9
O 3.602 -1.449 -11.326 -1.7 -0.2 1.5
O 2.671 -0.131 -9.383 -1.7 0.9 -1.3
H 4.680 0.490 -9.516 -0.3 0.0 -0.3
H 3.947 0.863 -7.976 -0.8 -0.3 0.0
H 4.101 -1.573 -7.317 0.4 0.7 0.2
H 5.309 -1.680 -8.630 0.0 0.4 0.0
C -3.894 7.844 -0.981 -0.6 0.0 0.7
C -3.352 8.882 -1.974 1.1 -1.3 0.3
O -4.421 9.314 -2.797 -1.6 -0.3 0.7
S -5.884 9.026 -2.052 -0.2 -1.0 0.6
O -6.674 8.018 -2.734 1.8 1.3 0.6
O -6.534 10.255 -1.714 0.9 -0.7 -0.2
O -5.215 8.370 -0.681 -0.3 0.7 -1.2
H -3.303 7.798 -0.066 -0.1 0.8 0.2
H -3.998 6.776 -1.169 0.0 0.1 -1.3
H -2.551 8.484 -2.597 -0.3 -0.2 -0.3
H -2.863 9.663 -1.391 -0.6 0.6 -0.1
C 0.453 5.090 6.748 -1.3 -0.9 1.0
C 1.462 4.582 7.801 -3.6 -2.9 -0.4
O 2.654 4.625 7.179 3.7 2.0 -1.8
S 2.681 5.523 5.793 0.7 -0.6 -0.9
O 2.771 4.587 4.658 -0.6 2.1 2.6
O 3.681 6.582 5.875 -2.4 -1.6 0.1
O 1.102 6.063 6.049 3.6 1.9 -1.8
H -0.440 5.543 7.178 0.0 -0.1 0.0
H 0.186 4.330 6.014 -0.2 -0.5 0.4
H 1.298 3.504 7.766 -0.7 -0.3 0.9
H 1.308 4.872 8.840 0.8 1.0 -0.2
C -3.343 -2.616 10.346 3.3 -0.2 -0.7
C -3.857 -2.998 9.017 -0.8 0.8 -0.9
O -5.024 -3.633 9.430 -2.6 -1.1 0.4
S -5.778 -2.890 10.751 1.8 -2.3 -3.7
O -5.864 -4.059 11.625 -0.7 3.1 -0.5
O -6.879 -2.098 10.186 2.3 -1.3 2.5
O -4.378 -1.992 10.979 -3.8 0.9 1.9
H -2.516 -1.913 10.257 0.0 0.2 0.3
H -3.006 -3.496 10.894 0.0 -0.1 0.1
H -3.247 -3.588 8.334 0.0 -0.5 0.6
H -4.183 -2.151 8.413 0.4 0.6 0.1
C -2.774 -1.987 -6.519 0.0 -1.6 -0.3
C -3.715 -2.756 -7.499 -0.3 0.5 0.7
O -3.411 -4.118 -7.433 1.5 -1.8 1.4
S -2.468 -4.558 -6.118 -1.0 -0.9 1.2
O -1.310 -5.308 -6.555 -1.5 1.5 0.2
O -3.273 -5.228 -5.052 1.6 2.4 -2.8
O -2.068 -3.009 -5.703 -1.2 -1.1 -0.9
H -3.477 -1.448 -5.885 0.9 0.5 0.2
H -1.974 -1.461 -7.041 -0.4 0.4 0.3
H -3.683 -2.455 -8.546 0.3 0.1 0.2
H -4.732 -2.618 -7.131 -0.1 0.0 -0.2
C -5.702 -2.362 -0.734 0.0 0.4 -1.8
C -7.112 -3.013 -0.878 0.1 0.1 1.6
O -7.273 -3.683 0.396 0.9 -1.5 1.3
S -5.906 -3.773 1.273 0.0 1.2 2.8
O -5.007 -4.832 0.870 -1.4 0.5 0.3
O -6.207 -3.569 2.737 0.8 -0.7 -5.2
O -5.288 -2.416 0.612 -0.8 -0.5 1.1
H -5.708 -1.332 -1.091 -0.1 0.1 0.5
H -4.939 -2.842 -1.347 -0.2 -0.4 0.0
H -7.273 -3.723 -1.689 0.5 0.1 0.0
H -7.970 -2.347 -0.794 0.4 0.5 -0.7


No. 3
14
Properties=species:S:1:pos:R:3:forces:R:3 method="wB97M-V/def2-TZVPD" orbital_gap_ev=9.862 max_force_ev_per_a=3.2 smiles="NC1(N)CNC1=O" total_energy_ev=-9741.221
C -0.375 0.198 -0.011 2.4 0.9 -0.1
C 0.003 -1.253 -0.143 2.8 -1.1 1.1
N 1.598 -0.806 0.246 -2.3 -1.1 -0.6
C 1.248 0.453 -0.037 -2.1 1.7 -0.2
N -0.933 0.649 1.237 -0.3 0.1 -0.2
N -1.058 0.725 -1.147 -1.1 0.6 -0.5
O 1.823 1.461 -0.338 0.6 -0.1 0.1
H 2.526 -1.161 0.033 -0.3 -0.2 -0.2
H -1.890 0.333 1.354 0.1 -0.1 0.1
H -0.372 0.380 2.034 -0.1 -0.1 -0.1
H -1.750 1.428 -0.904 0.1 -0.3 0.4
H -0.495 1.217 -1.830 0.6 -0.3 0.2
H -0.283 -1.942 0.647 -0.3 0.0 -0.2
H -0.042 -1.682 -1.142 0.0 0.1 0.1


No. 4
92
Properties=species:S:1:pos:R:3:forces:R:3 method="wB97M-V/def2-TZVPD" orbital_gap_ev="7.457 / 4.992" spin_multiplicity=2 s_squared=1.703 max_force_ev_per_a=1.1 charge=-1 total_energy_ev=-136641.754
Pb 0.184 1.538 1.679 0.8 0.7 0.1
N -2.653 4.406 -0.905 -0.1 0.0 0.0
C -1.570 3.770 -0.397 0.0 0.0 0.1
N -1.630 2.615 0.161 0.1 -0.2 -0.2
C -2.862 1.973 0.293 -0.1 0.0 0.4
N -3.096 1.097 1.217 -0.3 0.0 -0.1
N -2.057 0.814 2.048 0.2 0.2 -0.5
C -2.340 0.145 3.154 0.1 -0.2 0.2
C -1.279 -0.229 4.015 -0.2 0.1 -0.2
C -1.484 -0.910 5.237 0.1 -0.1 0.1
C -0.404 -1.273 5.998 -0.2 0.0 -0.1
C 0.896 -0.970 5.555 0.1 0.1 -0.1
C 1.031 -0.277 4.371 0.0 -0.1 0.1
N -0.011 0.097 3.626 -0.1 -0.3 0.0
C -3.929 2.400 -0.612 0.0 0.1 -0.2
C -5.024 1.612 -0.952 0.1 0.1 0.0
C -6.020 2.116 -1.770 -0.1 -0.1 0.0
C -5.953 3.429 -2.224 0.1 0.0 0.0
C -4.857 4.219 -1.918 0.0 0.0 0.0
C -3.828 3.694 -1.147 -0.1 -0.2 0.0
H -2.558 5.348 -1.244 0.1 0.0 -0.1
H -0.613 4.277 -0.478 -0.1 0.1 0.1
H -3.366 -0.117 3.391 0.0 0.0 0.0
H -2.495 -1.138 5.551 0.0 0.0 0.0
H -0.555 -1.792 6.937 0.0 0.0 0.0
H 1.771 -1.262 6.117 0.0 0.0 0.0
H 2.005 0.007 3.984 0.0 0.0 0.0
H -5.062 0.608 -0.557 0.0 -0.1 0.0
H -6.855 1.492 -2.060 0.0 0.0 0.1
H -6.754 3.835 -2.827 0.0 0.0 0.0
H -4.790 5.237 -2.283 0.0 0.0 0.0
F 1.386 4.186 0.355 0.0 0.0 0.0
Sb 1.949 6.004 0.245 -0.2 0.2 -0.2
F 3.359 5.453 -0.902 -0.2 0.1 0.2
F 3.026 5.788 1.785 -0.1 0.0 -0.2
F 2.515 7.804 0.070 -0.1 -0.2 0.0
F 0.454 6.531 1.309 0.3 -0.1 -0.1
F 0.769 6.175 -1.263 0.2 0.0 0.2
C 0.609 -0.314 0.299 -0.4 0.0 0.3
Ge -0.418 -1.779 -0.390 0.1 -0.7 -0.8
C -2.232 -2.349 0.177 0.4 0.5 0.2
C -2.368 -2.860 1.467 0.0 0.1 0.0
C -3.600 -3.290 1.934 0.0 -0.1 0.0
C -4.716 -3.210 1.113 -0.1 0.0 0.0
C -4.591 -2.712 -0.176 -0.1 0.0 -0.1
C -3.354 -2.282 -0.640 0.1 0.0 -0.1
C -0.430 -1.357 -2.337 -0.1 0.0 0.3
C -1.277 -0.380 -2.860 -0.1 0.0 0.1
C -1.229 -0.034 -4.203 0.0 0.1 0.0
C -0.300 -0.636 -5.039 0.1 0.0 0.0
C 0.580 -1.579 -4.527 0.0 0.0 0.0
C 0.508 -1.939 -3.188 -0.1 -0.1 0.0
C 0.557 -3.517 -0.324 -0.2 0.3 0.0
C -0.166 -4.689 -0.542 0.0 0.0 0.0
C 0.464 -5.925 -0.575 0.0 0.0 0.0
C 1.838 -6.006 -0.399 0.0 0.0 0.0
C 2.572 -4.848 -0.189 0.1 0.0 0.0
C 1.935 -3.615 -0.149 0.0 0.1 0.1
H -1.494 -2.923 2.106 0.0 0.0 0.1
H -3.687 -3.704 2.932 0.0 0.1 0.0
H -5.684 -3.532 1.477 0.0 0.0 0.0
H -5.457 -2.670 -0.827 0.0 0.0 0.0
H -3.257 -1.913 -1.655 -0.1 0.0 0.0
H -1.990 0.115 -2.206 0.0 0.0 0.0
H -1.905 0.717 -4.596 0.0 0.0 0.0
H -0.252 -0.361 -6.086 0.0 0.0 0.0
H 1.322 -2.033 -5.173 0.0 0.0 0.0
H 1.185 -2.689 -2.795 0.0 0.0 0.0
H -1.240 -4.634 -0.685 0.0 0.0 0.0
H -0.119 -6.824 -0.736 0.0 0.0 0.0
H 2.335 -6.968 -0.431 0.0 0.0 0.0
H 3.646 -4.909 -0.053 0.0 0.0 0.0
H 2.513 -2.713 0.026 0.0 0.0 0.0
O 3.052 1.230 1.917 0.3 -0.2 -0.5
C 3.776 1.237 0.914 0.2 0.2 0.8
C 5.286 1.198 1.060 -0.1 -0.1 0.0
C 5.814 -0.177 0.611 0.1 0.1 -0.1
C 6.075 -0.284 -0.894 -0.1 -0.1 0.1
C 4.815 -0.165 -1.750 0.1 0.2 0.0
C 4.093 1.172 -1.548 0.1 -0.3 -0.1
N 3.299 1.204 -0.338 -0.8 -0.2 -0.1
H 5.506 1.360 2.113 -0.1 0.1 0.0
H 5.754 2.000 0.483 0.0 0.0 0.0
H 5.088 -0.942 0.904 0.1 0.0 0.1
H 6.742 -0.399 1.143 0.0 0.0 0.0
H 6.561 -1.241 -1.102 0.0 0.0 0.0
H 6.778 0.502 -1.188 0.0 0.0 0.0
H 4.112 -0.968 -1.507 0.0 0.0 -0.1
H 5.086 -0.269 -2.805 0.0 0.0 0.0
H 3.414 1.353 -2.381 0.0 0.1 0.1
H 4.818 1.989 -1.535 -0.1 0.0 -0.1
H 2.333 0.860 -0.404 0.2 0.3 0.0


Record-wise relative energy (zero: lowest compared OMol25 entry of this formula, charge and spin) values, in kcal/mol: 3.0, 203.5, 41.8, 90.7
Record-wise molecular weight values, in u: 662.3, 1197.8, 101.1, 1121.3